{"formula": "C7H8N2O", "method": "ωB97M-V/def2-TZVPD", "species": ["C", "C", "C", "C", "C", "C", "C", "N", "N", "O", "H", "H", "H", "H", "H", "H", "H", "H"], "positions_angstrom": [[-0.427, -2.210, 0.086], [-2.597, 0.803, -0.059], [-0.687, -0.803, 0.367], [-1.489, 0.023, -0.672], [0.523, 0.171, -0.039], [0.717, 1.315, 1.015], [1.843, -0.371, -0.725], [-0.033, -3.280, -0.109], [-3.414, 1.421, 0.438], [-0.320, 0.766, -1.038], [-0.943, -0.576, 1.462], [-1.787, -0.573, -1.508], [1.425, 1.961, 0.390], [1.061, 0.975, 1.934], [-0.285, 1.762, 1.155], [2.630, 0.114, -0.260], [1.686, -0.129, -1.765], [2.096, -1.368, -0.674]], "e_above_lowest_ev": 2.5258, "smiles": "CC1(C)O[C@H](C#N)[C@H]1C#N", "e_tot_ha": -456.2014, "homo_lumo_gap_ev": 11.54, "homo_ev": -10.932}